# 1
Formula: C6H16
Source: OMol25
Level of theory: ωB97M-V with the def2-TZVPD basis set

Values from the calculation:
Structure (SMILES): CCC.CCC
DFT total energy in Eh: -238.176987
LUMO energy in eV: 1.060

Atoms and positions in Å:
C (-3.703, 1.308, -1.384)
C (-2.192, 1.021, -1.429)
C (-1.328, 1.807, -0.452)
H (-4.111, 1.562, -2.365)
H (-3.905, 2.085, -0.654)
H (-4.283, 0.420, -1.134)
H (-1.819, 1.146, -2.449)
H (-2.025, -0.050, -1.268)
H (-0.579, 1.179, 0.021)
H (-0.836, 2.638, -0.927)
H (-1.857, 2.226, 0.412)
C (3.131, -2.016, 0.124)
C (2.036, -1.799, 1.184)
C (2.095, -0.453, 1.884)
H (4.023, -2.448, 0.567)
H (3.359, -1.087, -0.384)
H (2.743, -2.713, -0.616)
H (1.973, -2.616, 1.896)
H (1.060, -1.892, 0.688)
H (1.289, -0.396, 2.623)
H (2.985, -0.298, 2.463)
H (1.945, 0.375, 1.200)

---

# 2
Formula: C5H12NO
Source: OMol25
Level of theory: ωB97M-V with the def2-TZVPD basis set

Values from the calculation:
Structure (SMILES): [NH3+]/C=C/CCCO
DFT total energy in Eh: -327.359756
LUMO energy in eV: -3.833
Total charge: +1

Atoms and positions in Å:
N (2.916, 0.009, -1.119)
C (1.386, 0.173, -1.028)
C (0.801, -0.269, 0.116)
C (-0.588, -1.020, -0.079)
C (-1.770, -0.130, -0.158)
C (-1.959, 0.586, 1.204)
O (-0.872, 1.508, 1.457)
H (3.419, 0.819, -1.545)
H (3.190, -0.833, -1.567)
H (3.235, -0.074, -0.137)
H (0.906, 0.219, -1.992)
H (1.028, -0.421, 1.170)
H (-0.802, -1.711, 0.792)
H (-0.420, -1.647, -1.090)
H (-2.727, -0.663, -0.412)
H (-1.632, 0.457, -1.077)
H (-1.873, -0.225, 1.930)
H (-2.937, 1.271, 1.317)
H (-1.300, 1.950, 2.218)

---

# 3
Formula: C36H90N6O12
Source: OMol25
Level of theory: ωB97M-V with the def2-TZVPD basis set

Values from the calculation:
Structure (SMILES): COCCNCCOC.COCCNCCOC.COCCNCCOC.COCCNCCOC.COCCNCCOC.COCCNCCOC
DFT total energy in Eh: -2656.486490
LUMO energy in eV: 0.533

Atoms and positions in Å:
C (-8.402, -0.540, 2.784)
O (-7.662, -0.702, 4.040)
C (-6.422, 0.085, 4.199)
C (-5.661, -0.668, 5.313)
N (-5.898, 0.006, 6.632)
C (-5.446, -0.793, 7.743)
C (-5.382, -0.228, 9.116)
O (-4.985, 1.153, 9.050)
C (-3.642, 1.456, 9.459)
H (-8.383, 0.502, 2.465)
H (-9.453, -0.610, 3.067)
H (-8.095, -0.985, 1.838)
H (-6.768, 1.080, 4.481)
H (-5.896, 0.063, 3.245)
H (-4.590, -0.602, 5.122)
H (-5.894, -1.733, 5.313)
H (-5.533, 0.946, 6.673)
H (-4.406, -0.811, 7.419)
H (-5.986, -1.725, 7.910)
H (-4.861, -0.921, 9.776)
H (-6.400, -0.187, 9.502)
H (-2.901, 0.804, 8.996)
H (-3.446, 1.363, 10.528)
H (-3.336, 2.452, 9.141)
C (8.689, -5.960, -8.316)
O (7.328, -5.573, -8.111)
C (6.732, -6.085, -6.953)
C (5.640, -5.097, -6.670)
N (4.375, -5.744, -6.220)
C (3.283, -4.698, -6.296)
C (2.709, -4.486, -7.734)
O (2.380, -5.780, -8.189)
C (1.636, -5.980, -9.377)
H (8.815, -5.309, -9.182)
H (8.828, -7.032, -8.453)
H (9.181, -5.554, -7.433)
H (7.459, -6.098, -6.141)
H (6.368, -7.101, -7.111)
H (5.474, -4.542, -7.594)
H (5.961, -4.324, -5.972)
H (4.126, -6.481, -6.865)
H (3.480, -3.731, -5.833)
H (2.376, -4.882, -5.721)
H (3.513, -4.134, -8.379)
H (1.901, -3.756, -7.680)
H (2.399, -6.132, -10.140)
H (0.814, -5.306, -9.618)
H (1.042, -6.892, -9.308)
C (-3.578, -1.047, 0.492)
O (-3.599, 0.289, 0.023)
C (-2.770, 0.671, -1.070)
C (-1.317, 0.745, -0.848)
N (-0.736, -0.645, -0.648)
C (0.734, -0.500, -0.385)
C (1.535, -0.345, -1.655)
O (1.180, -1.267, -2.656)
C (2.332, -1.240, -3.527)
H (-2.591, -1.246, 0.908)
H (-3.713, -1.643, -0.411)
H (-4.296, -1.379, 1.242)
H (-2.997, 1.720, -1.260)
H (-3.087, 0.115, -1.952)
H (-1.025, 1.494, -0.112)
H (-0.935, 1.201, -1.762)
H (-0.896, -1.221, -1.462)
H (1.148, -1.430, 0.005)
H (0.995, 0.243, 0.368)
H (2.587, -0.295, -1.372)
H (1.227, 0.654, -1.963)
H (2.188, -1.917, -4.369)
H (3.174, -1.624, -2.952)
H (2.555, -0.229, -3.870)
C (-1.103, 2.671, 2.407)
O (-1.444, 2.108, 3.588)
C (-1.485, 0.685, 3.610)
C (-2.100, 0.108, 4.994)
N (-1.133, -0.136, 6.146)
C (-0.456, 1.072, 6.472)
C (0.400, 1.032, 7.801)
O (1.435, 0.116, 7.658)
C (2.603, 0.472, 8.286)
H (-0.155, 2.169, 2.218)
H (-0.864, 3.720, 2.583)
H (-1.872, 2.539, 1.645)
H (-0.455, 0.345, 3.498)
H (-2.050, 0.293, 2.764)
H (-2.385, -0.876, 4.622)
H (-2.958, 0.742, 5.219)
H (-0.429, -0.768, 5.793)
H (-1.114, 1.941, 6.487)
H (0.202, 1.339, 5.645)
H (-0.349, 0.984, 8.591)
H (0.765, 2.051, 7.929)
H (2.555, 0.004, 9.269)
H (2.911, 1.473, 8.588)
H (3.460, -0.035, 7.842)
C (-3.996, 0.828, -5.163)
O (-4.316, 1.873, -4.335)
C (-4.410, 3.206, -4.993)
C (-4.683, 4.309, -3.866)
N (-3.488, 4.458, -3.105)
C (-3.502, 5.488, -2.065)
C (-4.404, 5.154, -0.897)
O (-4.074, 3.967, -0.113)
C (-4.662, 3.905, 1.115)
H (-4.777, 0.688, -5.910)
H (-3.823, 0.022, -4.449)
H (-3.091, 1.143, -5.684)
H (-5.161, 3.238, -5.783)
H (-3.407, 3.390, -5.376)
H (-5.358, 3.714, -3.252)
H (-5.090, 5.191, -4.362)
H (-3.327, 3.656, -2.512)
H (-3.830, 6.442, -2.478)
H (-2.518, 5.762, -1.685)
H (-5.432, 5.148, -1.262)
H (-4.410, 6.002, -0.213)
H (-5.529, 4.566, 1.141)
H (-3.976, 4.314, 1.857)
H (-5.017, 2.924, 1.431)
C (8.867, 1.646, -2.261)
O (7.597, 0.999, -1.916)
C (6.424, 1.576, -2.424)
C (5.196, 0.643, -2.090)
N (4.976, 0.421, -0.694)
C (4.575, 1.659, -0.047)
C (4.287, 1.506, 1.440)
O (5.420, 1.262, 2.370)
C (6.103, 0.089, 2.007)
H (9.339, 2.343, -1.568)
H (9.000, 1.808, -3.330)
H (9.625, 0.863, -2.228)
H (6.600, 1.700, -3.492)
H (6.290, 2.532, -1.916)
H (5.354, -0.327, -2.561)
H (4.240, 0.843, -2.573)
H (5.922, 0.175, -0.437)
H (3.665, 2.129, -0.423)
H (5.412, 2.356, -0.080)
H (3.552, 0.720, 1.615)
H (3.849, 2.399, 1.885)
H (6.569, -0.405, 2.859)
H (6.957, 0.276, 1.356)
H (5.307, -0.486, 1.533)

---

# 4
Formula: CH24O10
Source: OMol25
Level of theory: ωB97M-V with the def2-TZVPD basis set

Values from the calculation:
DFT total energy in Eh: -803.445332
LUMO energy (alpha / beta) in eV: -12.537 / -16.286
⟨S²⟩: 0.76
Spin multiplicity: 2
Total charge: +3

Atoms and positions in Å:
O (3.403, -0.950, 0.235)
H (3.493, -1.903, 0.160)
H (2.489, -0.739, 0.031)
H (3.725, -0.722, 1.110)
O (0.348, 0.746, 2.280)
H (1.068, 0.602, 2.898)
H (0.704, 0.717, 1.389)
H (-0.303, 0.059, 2.440)
O (0.358, -2.977, 0.025)
H (0.591, -3.377, -0.816)
H (1.007, -3.116, 0.719)
H (0.232, -2.040, -0.137)
C (-0.173, 0.531, -0.956)
O (0.884, -0.288, -0.533)
H (-0.281, 0.542, -2.041)
H (-1.147, 0.170, -0.625)
H (0.075, 1.547, -0.650)
O (-2.687, -2.847, 1.165)
H (-3.178, -2.875, 1.986)
H (-2.457, -1.925, 1.054)
O (-0.462, 3.629, 0.940)
H (-1.316, 4.057, 0.887)
H (0.054, 4.035, 0.243)
O (-3.604, 1.598, -2.423)
H (-2.853, 1.654, -3.014)
H (-3.596, 0.693, -2.112)
O (2.721, 2.095, -0.625)
H (2.911, 2.079, 0.313)
H (1.933, 1.561, -0.719)
O (-2.769, 0.624, 1.792)
H (-3.035, 1.257, 1.124)
H (-3.592, 0.321, 2.176)
O (1.990, -1.453, -3.096)
H (1.676, -0.943, -2.349)
H (1.789, -2.361, -2.868)

---

# 5
Formula: C24H25BrNO8
Source: OMol25
Level of theory: ωB97M-V with the def2-TZVPD basis set

Values from the calculation:
DFT total energy in Eh: -4160.148890
LUMO energy in eV: 1.253
Total charge: -1

Atoms and positions in Å:
C (-5.827, 0.525, 2.254)
C (-4.664, 0.946, 3.113)
O (-3.850, -0.240, 3.314)
C (-2.823, 0.074, 4.143)
C (-1.859, -1.032, 4.330)
C (-0.564, -0.743, 3.767)
C (-0.068, 0.594, 3.653)
C (1.168, 0.863, 3.050)
C (1.923, -0.200, 2.533)
Br (3.446, 0.170, 1.501)
C (1.483, -1.532, 2.693)
C (0.256, -1.814, 3.300)
O (-2.746, 1.177, 4.706)
H (-6.147, 1.371, 1.636)
H (-5.542, -0.300, 1.593)
H (-6.679, 0.242, 2.887)
H (-4.076, 1.785, 2.654)
H (-4.983, 1.298, 4.116)
H (-2.262, -2.027, 4.104)
H (-0.688, 1.417, 4.005)
H (1.510, 1.893, 2.957)
H (2.112, -2.346, 2.367)
H (-0.105, -2.844, 3.417)
C (-6.402, -1.756, 5.430)
C (-5.775, -1.232, 6.691)
O (-4.361, -1.479, 6.663)
C (-3.748, -1.127, 7.805)
C (-2.352, -1.634, 7.869)
C (-1.527, -1.652, 6.808)
C (-0.335, -2.461, 6.933)
C (-0.431, -3.715, 7.613)
C (0.674, -4.499, 7.873)
C (1.949, -4.004, 7.508)
N (3.136, -4.659, 7.943)
O (4.241, -4.176, 7.603)
O (3.056, -5.660, 8.675)
C (2.087, -2.791, 6.787)
C (0.958, -2.034, 6.541)
C (-1.978, -1.993, 9.303)
O (-0.930, -1.697, 9.847)
O (-2.972, -2.661, 9.926)
C (-2.701, -2.911, 11.328)
C (-3.876, -3.692, 11.874)
O (-4.224, -0.442, 8.690)
H (-7.442, -1.424, 5.383)
H (-5.890, -1.414, 4.520)
H (-6.460, -2.852, 5.462)
H (-5.949, -0.158, 6.817)
H (-6.201, -1.730, 7.572)
H (-1.712, -0.988, 5.925)
H (-1.409, -4.068, 7.952)
H (0.600, -5.493, 8.322)
H (3.080, -2.502, 6.432)
H (1.059, -1.059, 6.060)
H (-1.771, -3.491, 11.449)
H (-2.581, -1.956, 11.868)
H (-3.756, -3.801, 12.962)
H (-4.830, -3.176, 11.685)
H (-3.909, -4.700, 11.429)

---

# 6
Formula: C5H7NO
Source: OMol25
Level of theory: ωB97M-V with the def2-TZVPD basis set

Values from the calculation:
Structure (SMILES): N#CCC1(O)CC1
DFT total energy in Eh: -324.661739
LUMO energy in eV: 0.700

Atoms and positions in Å:
N (-0.947, 1.616, -1.943)
C (-0.976, 0.494, -1.663)
C (-0.803, -0.757, -0.932)
C (-0.064, -0.399, 0.376)
O (-0.384, -1.262, 1.429)
C (1.361, 0.030, 0.301)
C (0.297, 1.041, 0.660)
H (-0.246, -1.487, -1.531)
H (-1.777, -1.202, -0.701)
H (-1.182, -0.930, 1.863)
H (2.018, -0.319, 1.092)
H (1.815, 0.080, -0.686)
H (0.039, 1.817, -0.075)
H (0.236, 1.352, 1.699)

---

# 7
Formula: C20H55B3N2O12S2
Source: OMol25
Level of theory: ωB97M-V with the def2-TZVPD basis set

Values from the calculation:
DFT total energy in Eh: -2678.373713
LUMO energy in eV: 0.470

Atoms and positions in Å:
S (3.746, -1.098, 5.919)
C (5.300, -1.515, 4.996)
C (5.710, -0.330, 4.009)
C (4.634, -0.285, 2.841)
B (5.244, 0.081, 1.404)
O (6.035, -0.814, 0.618)
B (5.242, -1.033, -0.548)
O (4.595, 0.033, -1.238)
B (4.109, 0.991, -0.300)
C (2.631, 1.640, -0.372)
C (2.033, 1.503, 1.098)
C (0.496, 1.828, 1.185)
C (0.148, 2.791, 2.377)
C (-1.372, 2.792, 2.808)
C (-2.398, 2.673, 1.626)
C (-3.851, 2.257, 2.134)
S (-3.865, 0.700, 3.110)
C (-4.235, -0.718, 2.073)
N (-4.334, -0.874, 0.742)
N (-4.654, -2.207, 0.619)
C (-4.727, -2.812, 1.791)
O (-4.445, -1.866, 2.796)
O (4.984, 1.346, 0.783)
H (3.741, 0.269, 6.098)
H (5.075, -2.453, 4.429)
H (6.145, -1.735, 5.697)
H (5.645, 0.629, 4.584)
H (6.738, -0.550, 3.626)
H (3.747, 0.349, 3.114)
H (4.219, -1.332, 2.740)
H (5.076, -2.141, -0.923)
H (2.003, 1.108, -1.136)
H (2.668, 2.718, -0.696)
H (2.197, 0.423, 1.387)
H (2.672, 2.130, 1.772)
H (-0.063, 0.860, 1.319)
H (0.092, 2.300, 0.243)
H (0.531, 3.839, 2.217)
H (0.730, 2.412, 3.270)
H (-1.493, 2.034, 3.619)
H (-1.565, 3.795, 3.293)
H (-2.132, 1.924, 0.842)
H (-2.506, 3.694, 1.167)
H (-4.448, 2.085, 1.193)
H (-4.368, 3.084, 2.679)
H (-4.971, -3.857, 2.064)
C (1.756, 1.533, -4.617)
O (2.177, 1.606, -3.257)
H (0.666, 1.541, -4.647)
H (2.140, 2.391, -5.169)
H (2.123, 0.607, -5.064)
H (3.141, 1.597, -3.253)
C (-6.799, 4.028, 4.393)
O (-6.335, 4.742, 3.251)
H (-5.953, 3.827, 5.049)
H (-7.540, 4.624, 4.930)
H (-7.242, 3.081, 4.075)
H (-7.100, 4.904, 2.689)
C (2.081, -2.810, -6.128)
O (2.129, -1.748, -5.183)
H (2.738, -2.566, -6.962)
H (2.420, -3.739, -5.662)
H (1.058, -2.929, -6.496)
H (1.539, -1.988, -4.454)
C (2.677, 4.642, -7.257)
O (3.261, 3.360, -7.065)
H (1.891, 4.781, -6.516)
H (3.435, 5.420, -7.128)
H (2.244, 4.708, -8.258)
H (3.952, 3.258, -7.728)
C (-1.354, -0.263, -6.588)
O (-0.256, -0.463, -7.467)
H (-2.263, -0.175, -7.182)
H (-1.448, -1.114, -5.908)
H (-1.209, 0.656, -6.014)
H (0.537, -0.537, -6.919)
C (-5.054, -6.145, 4.860)
O (-5.018, -5.065, 3.935)
H (-5.710, -6.919, 4.467)
H (-4.050, -6.557, 4.990)
H (-5.441, -5.799, 5.821)
H (-4.432, -4.391, 4.302)
C (-1.600, -2.554, -2.996)
O (-0.217, -2.813, -2.769)
H (-1.818, -1.532, -2.689)
H (-1.831, -2.668, -4.058)
H (-2.209, -3.244, -2.408)
H (-0.048, -3.720, -3.047)
C (-0.958, -3.080, 2.705)
O (-1.963, -3.073, 3.711)
H (-0.007, -3.345, 3.165)
H (-1.204, -3.817, 1.936)
H (-0.875, -2.087, 2.255)
H (-2.794, -2.835, 3.282)

---

# 8
Formula: C28H30N2RuS4
Source: OMol25
Level of theory: ωB97M-V with the def2-TZVPD basis set

Values from the calculation:
DFT total energy in Eh: -2881.690195
LUMO energy (alpha / beta) in eV: -1.988 / -5.663
⟨S²⟩: 8.82
Spin multiplicity: 6
Total charge: +1

Atoms and positions in Å:
Ru (0.107, 0.466, -0.017)
C (1.348, -2.402, 2.355)
C (-0.116, -2.341, 2.840)
S (-1.086, -1.416, 1.652)
C (-2.689, -1.277, 2.461)
C (-3.607, -0.376, 1.622)
S (-3.190, -0.245, -0.134)
C (-3.220, -1.966, -0.689)
C (-2.327, -2.161, -1.914)
S (-0.583, -1.669, -1.797)
C (0.161, -3.065, -0.921)
C (1.583, -2.725, -0.489)
S (1.811, -1.507, 0.842)
H (1.675, -3.433, 2.222)
H (2.000, -1.961, 3.108)
H (-0.171, -1.863, 3.817)
H (-0.540, -3.341, 2.917)
H (-2.563, -0.855, 3.459)
H (-3.100, -2.282, 2.557)
H (-3.525, 0.657, 1.964)
H (-4.645, -0.683, 1.744)
H (-4.241, -2.237, -0.960)
H (-2.896, -2.613, 0.124)
H (-2.707, -1.582, -2.757)
H (-2.350, -3.209, -2.215)
H (0.198, -3.917, -1.602)
H (-0.466, -3.323, -0.068)
H (2.146, -2.297, -1.320)
H (2.104, -3.630, -0.175)
C (-0.600, 1.322, 5.567)
C (0.472, 0.931, 4.768)
C (0.425, 1.126, 3.401)
C (-0.699, 1.714, 2.806)
C (-1.760, 2.146, 3.616)
C (-1.705, 1.936, 4.983)
N (-0.703, 1.863, 1.429)
N (-1.626, 2.739, 0.953)
C (-1.618, 2.714, -0.397)
C (-2.427, 3.637, -1.100)
C (-2.416, 3.648, -2.465)
C (-1.597, 2.757, -3.210)
C (-0.783, 1.862, -2.561)
C (-0.803, 1.791, -1.159)
H (-0.560, 1.177, 6.638)
H (1.356, 0.500, 5.221)
H (1.276, 0.876, 2.778)
H (-2.601, 2.644, 3.155)
H (-2.526, 2.269, 5.606)
H (-3.033, 4.329, -0.531)
H (-3.036, 4.363, -2.992)
H (-1.611, 2.787, -4.291)
H (-0.146, 1.197, -3.126)
C (1.590, 0.532, -1.291)
C (2.524, 0.530, -2.075)
C (3.628, 0.535, -2.993)
C (3.462, 0.015, -4.279)
C (4.525, 0.014, -5.167)
C (5.755, 0.529, -4.779)
C (5.923, 1.047, -3.502)
C (4.865, 1.051, -2.608)
H (2.497, -0.380, -4.571)
H (4.394, -0.386, -6.164)
H (6.584, 0.528, -5.474)
H (6.881, 1.451, -3.202)
H (4.986, 1.457, -1.612)